(one)
C3H6OS2 | ωB97M-V/def2-TZVPD

## Properties
**HOMO-LUMO gap**: 9.392 eV
**SMILES**: C1OCSCS1

ORCA input file:
```
! wB97M-V def2-TZVPD RIJCOSX def2/J DEFGRID3
* xyz 0 1
C -1.21 0.79 0.26
C 0.15 -1.66 0.43
C 1.00 0.89 -0.54
H -1.65 0.92 1.25
H -1.74 1.45 -0.48
H 0.33 -2.72 -0.33
H -0.03 -1.92 1.57
H 0.69 0.90 -1.63
H 1.95 1.51 -0.54
O 0.11 1.37 0.42
S -1.23 -0.89 -0.40
S 1.64 -0.64 0.00
*
```

=====

(two)
C3H6OS2 | ωB97M-V/def2-TZVPD

## Properties
**HOMO-LUMO gap**: 9.183 eV
**SMILES**: COC(=S)SC

ORCA input file:
```
! wB97M-V def2-TZVPD RIJCOSX def2/J DEFGRID3
* xyz 0 1
C -1.98 0.79 0.94
C 0.20 -0.89 0.39
C 1.92 -0.22 -1.33
H -1.77 0.84 2.02
H -2.97 0.02 0.91
H -2.44 1.73 0.54
H 3.04 -0.46 -1.61
H 2.04 0.79 -0.85
H 1.36 -0.22 -2.26
O 1.30 -1.16 -0.37
S -0.60 0.56 -0.11
S -0.11 -1.79 1.73
*
```

=====

(three)
C3H6OS2 | ωB97M-V/def2-TZVPD

## Properties
**HOMO-LUMO gap**: 9.080 eV
**SMILES**: O=CCCSS

ORCA input file:
```
! wB97M-V def2-TZVPD RIJCOSX def2/J DEFGRID3
* xyz 0 1
C 0.80 -1.20 -0.91
C 0.85 -2.32 0.02
O 0.09 -3.31 0.04
C -0.50 -0.43 -0.67
S -0.56 1.39 -0.58
S 0.03 1.94 1.27
H 1.64 -0.56 -0.73
H 0.88 -1.61 -2.01
H 1.70 -2.22 0.66
H -1.34 -0.67 -1.38
H -1.06 -0.94 0.19
H -0.90 2.91 1.42
*
```

=====

Relative stability in kcal/mol, measured from the most stable structure: (one) 16.9; (two) 6.4; (three) 0.0

=====

(one)
C6H17N3 | ωB97M-V/def2-TZVPD

## Properties
**HOMO-LUMO gap (spin up / spin down)**: 7.367 / 6.675 eV

ORCA input file:
```
! wB97M-V def2-TZVPD RIJCOSX def2/J DEFGRID3
* xyz 0 1
C -0.57 1.76 1.12
C -1.98 1.30 1.33
C 1.06 1.16 -1.24
C 0.68 0.40 0.01
N 0.19 1.97 2.26
N 1.64 -0.04 0.78
H -0.45 2.56 0.39
H 0.05 1.28 2.98
H 1.19 2.01 2.05
H 1.24 -0.51 1.60
H -2.49 1.17 0.38
H -2.01 0.34 1.87
H -2.57 2.02 1.91
H 1.53 2.11 -0.98
H 1.77 0.58 -1.84
H 0.18 1.36 -1.85
C -0.35 -1.82 -0.86
C 0.24 -1.86 -2.23
N 0.28 -2.63 0.07
H -0.28 -3.06 0.79
H 1.26 -2.40 0.20
H -1.44 -1.87 -0.83
H -0.41 -0.22 -0.11
H -0.20 -1.11 -2.89
H 0.12 -2.84 -2.70
H 1.32 -1.67 -2.20
*
```

=====

(two)
C6H17N3 | ωB97M-V/def2-TZVPD

## Properties
**HOMO-LUMO gap**: 9.336 eV
**SMILES**: CN(C)NNC(C)(C)C

ORCA input file:
```
! wB97M-V def2-TZVPD RIJCOSX def2/J DEFGRID3
* xyz 0 1
C 0.41 -2.49 -1.65
C 1.76 -0.51 -0.69
C 0.23 -1.95 0.83
C -1.16 2.57 -0.35
C -0.13 2.00 1.85
C 0.43 -1.35 -0.54
N -0.67 -0.44 -0.78
N -1.11 0.45 0.62
N -0.52 1.73 0.47
H -0.45 -3.11 -1.68
H 0.65 -2.14 -2.61
H 1.13 -3.20 -1.27
H 1.91 -0.22 0.35
H 1.67 0.39 -1.20
H 2.60 -1.10 -1.14
H 0.18 -1.18 1.62
H -0.85 -2.36 0.62
H 0.92 -2.74 1.29
H -0.58 3.42 -0.47
H -1.45 2.09 -1.26
H -2.25 3.05 -0.03
H 0.50 2.85 1.96
H -0.97 2.33 2.45
H 0.18 1.12 2.23
H -0.30 0.38 -1.26
H -2.13 0.39 0.63
*
```

=====

Relative stability in kcal/mol, measured from the most stable structure: (one) 0.0; (two) 5.6

=====

(one)
C4H10N | ωB97M-V/def2-TZVPD

## Properties
**HOMO-LUMO gap (spin up / spin down)**: 11.074 / 9.586 eV

ORCA input file:
```
! wB97M-V def2-TZVPD RIJCOSX def2/J DEFGRID3
* xyz 0 2
C 1.48 -0.48 0.81
C 0.16 -1.14 0.43
C 0.07 -1.24 -1.14
C -1.68 2.43 0.00
N -0.92 1.51 0.27
H 1.40 -0.30 1.89
H 2.45 -0.96 0.68
H 1.48 0.56 0.46
H 0.03 -2.17 0.75
H -0.58 -0.33 0.57
H 0.89 -1.79 -1.61
H 0.20 -0.20 -1.46
H -2.53 2.68 0.66
H -1.56 3.07 -0.88
H -0.89 -1.65 -1.43
*
```

=====

(two)
C4H10N | ωB97M-V/def2-TZVPD

## Properties
**HOMO-LUMO gap (spin up / spin down)**: 6.755 / 11.224 eV

ORCA input file:
```
! wB97M-V def2-TZVPD RIJCOSX def2/J DEFGRID3
* xyz 0 2
C -2.77 3.32 -4.26
C -1.45 3.13 -4.44
H -3.48 3.43 -5.14
H -3.33 3.42 -3.21
H -0.96 3.12 -5.38
H -0.76 2.94 -3.57
C 2.24 -2.13 2.01
C 0.28 -2.14 3.58
N 1.55 -1.98 3.45
H 2.26 -3.23 1.86
H 1.65 -1.60 1.31
H 3.26 -1.75 2.11
H -0.29 -1.78 2.77
H -0.21 -2.63 4.44
H 2.00 -2.12 4.48
*
```

=====

Relative stability in kcal/mol, measured from the most stable structure: (one) 0.0; (two) 33.3

=====

(one)
C5H12NO | ωB97M-V/def2-TZVPD

## Properties
**HOMO-LUMO gap (spin up / spin down)**: 5.178 / 11.227 eV

ORCA input file:
```
! wB97M-V def2-TZVPD RIJCOSX def2/J DEFGRID3
* xyz 1 3
C 1.33 0.52 -0.90
C -1.17 -0.60 1.04
C 0.17 0.79 -1.82
C 1.51 1.46 0.18
C -2.16 -1.66 1.28
N 1.95 -0.66 -0.87
O -1.07 0.40 1.82
H -0.67 1.21 -1.34
H -0.22 -0.19 -2.27
H 0.37 1.62 -2.37
H 2.59 1.62 0.34
H 1.15 0.95 1.18
H 0.83 2.32 -0.04
H -2.38 -1.71 2.47
H -1.89 -2.66 1.07
H -2.97 -1.18 0.54
H 1.56 -1.38 -1.45
H 2.49 -0.73 -0.03
H -1.67 0.39 2.53
*
```

=====

(two)
C5H12NO | ωB97M-V/def2-TZVPD

## Properties
**HOMO-LUMO gap (spin up / spin down)**: 6.710 / 8.404 eV

ORCA input file:
```
! wB97M-V def2-TZVPD RIJCOSX def2/J DEFGRID3
* xyz 1 3
C -0.39 0.20 0.27
C -1.54 -0.65 -0.71
C 1.03 0.51 0.03
C -0.98 1.63 0.30
C 3.20 -0.31 -0.22
N -2.52 -1.14 0.35
O 1.84 -0.50 0.18
H -0.41 -0.30 1.23
H -0.98 -1.54 -0.87
H 1.39 1.46 -0.17
H -2.02 1.70 0.33
H -0.55 1.97 -0.60
H -0.68 2.21 1.15
H 3.43 -1.25 -0.87
H 3.88 -0.15 0.72
H 3.35 0.61 -0.76
H -3.09 -1.89 -0.29
H -3.19 -0.43 0.57
H -2.06 -1.68 1.07
*
```

=====

Relative stability in kcal/mol, measured from the most stable structure: (one) 0.0; (two) 23.4

=====

(one)
C6H14 | ωB97M-V/def2-TZVPD

## Properties
**HOMO-LUMO gap**: 10.643 eV
**SMILES**: C=CC.CCC

ORCA input file:
```
! wB97M-V def2-TZVPD RIJCOSX def2/J DEFGRID3
* xyz 0 1
C -2.65 0.51 -0.03
C -2.08 -0.91 0.18
C -1.21 -0.94 1.44
H -3.38 0.79 0.72
H -2.96 0.72 -1.05
H -1.81 1.19 0.16
H -1.46 -1.25 -0.67
H -2.94 -1.57 0.34
H -0.93 -1.94 1.77
H -0.31 -0.35 1.22
H -1.76 -0.48 2.27
C 2.97 -0.48 -0.59
C 2.18 0.56 -1.29
C 1.54 1.55 -0.63
H 3.47 -0.02 0.27
H 2.35 -1.23 -0.07
H 3.75 -0.98 -1.16
H 2.36 0.87 -2.32
H 1.32 2.52 -1.04
H 1.57 1.45 0.46
*
```

=====

(two)
C6H14 | ωB97M-V/def2-TZVPD

## Properties
**HOMO-LUMO gap**: 9.892 eV

ORCA input file:
```
! wB97M-V def2-TZVPD RIJCOSX def2/J DEFGRID3
* xyz 0 1
C -1.96 1.36 0.23
C 2.31 0.87 0.53
C -0.14 -1.97 -0.23
C -1.56 -0.06 -0.29
C 1.50 0.29 -0.56
C -0.26 -0.56 0.31
H -2.17 1.22 1.32
H -1.25 2.19 0.02
H -2.94 1.62 -0.02
H 2.55 1.94 0.40
H 3.38 0.50 0.54
H 1.95 0.58 1.50
H -0.55 -2.04 -1.18
H -0.75 -2.72 0.32
H 0.88 -2.35 -0.33
H -1.49 -0.01 -1.43
H -2.38 -0.76 -0.22
H 1.96 -0.64 -1.03
H 1.05 0.97 -1.29
H -0.12 -0.43 1.43
*
```

=====

Relative stability in kcal/mol, measured from the most stable structure: (one) 0.0; (two) 31.5

=====

(one)
C4H14N3O | ωB97M-V/def2-TZVPD

## Properties
**HOMO-LUMO gap (spin up / spin down)**: 3.337 / 8.329 eV

ORCA input file:
```
! wB97M-V def2-TZVPD RIJCOSX def2/J DEFGRID3
* xyz 0 2
C 0.22 2.14 -0.17
C -0.42 1.12 -1.15
C -0.17 -0.33 -0.88
C -1.14 -1.17 -0.53
N -1.08 -2.48 -0.14
N 1.20 -0.71 -1.08
N 0.94 1.45 0.94
H -0.55 2.72 0.35
H 0.87 2.85 -0.67
H -1.51 1.25 -1.04
H -0.22 1.38 -2.19
H -2.16 -0.80 -0.54
H -1.90 -3.03 0.03
H -0.20 -2.98 -0.12
H 1.62 -0.13 -1.80
H 1.34 -1.66 -1.43
H 1.52 2.12 1.49
H 0.32 0.94 1.60
H 1.52 0.68 0.57
H 0.48 -1.28 2.80
H -0.50 -1.31 1.62
O -0.19 -0.76 2.33
*
```

=====

(two)
C4H14N3O | ωB97M-V/def2-TZVPD

## Properties
**HOMO-LUMO gap (spin up / spin down)**: 4.122 / 8.980 eV

ORCA input file:
```
! wB97M-V def2-TZVPD RIJCOSX def2/J DEFGRID3
* xyz 0 2
C 2.18 0.28 -0.02
C 1.29 -0.58 0.86
C -0.17 -0.49 0.57
C -0.87 0.55 1.03
N -2.22 0.80 0.79
N -0.62 -1.44 -0.48
N 3.34 0.75 0.79
H 1.68 1.14 -0.45
H 2.52 -0.25 -0.93
H 1.56 -0.34 1.89
H 1.56 -1.65 0.80
H -0.44 1.30 1.68
H -2.60 0.39 -0.05
H -2.54 1.74 0.95
H 0.15 -1.76 -1.18
H -1.41 -1.02 -0.99
H -1.02 -2.26 0.03
H 3.79 -0.04 1.23
H 3.92 1.29 0.17
H -2.76 1.10 -2.51
H -2.01 0.05 -3.27
O -2.56 0.17 -2.47
*
```

=====

Relative stability in kcal/mol, measured from the most stable structure: (one) 0.0; (two) 8.9